(1)
The following is a quantum chemistry calculation of a molecular structure, C8H13NSc in a non-equilibrium geometry, from OMol25.

```
23
Properties=species:S:1:pos:R:3:forces:R:3:lowdin_charge:R:1
C -0.9868 0.9873 -1.7112 0.7519 0.6714 -0.0166 -0.206
C 0.4150 0.7466 -1.9322 -0.5753 0.7420 0.2293 -0.229
C 1.1549 1.5374 -0.9977 -0.5141 0.1782 -0.1861 -0.204
C 0.2230 2.2662 -0.1964 -0.3151 -0.3312 -0.7780 -0.198
C -1.1029 1.9283 -0.6297 0.6999 0.0539 -0.6145 -0.198
Sc -0.1807 -0.1622 0.2746 -3.5620 -0.1183 1.9104 0.572
N -2.0230 -0.7293 0.8704 2.4133 0.0429 -0.9331 -0.216
C 0.0053 -2.6343 0.0702 -0.3058 -0.7447 -0.0966 -0.172
C 1.0197 -2.0823 -0.6528 0.4097 -0.6713 -0.1670 -0.190
H 2.2426 1.5937 -0.9292 -0.3989 -0.1005 0.0671 0.092
H 0.8451 0.0815 -2.6774 -0.1492 0.2249 0.1580 0.083
H 0.4789 2.9593 0.6047 -0.1086 -0.3506 -0.2036 0.097
H -2.0333 2.3350 -0.2213 0.4929 -0.3817 -0.1515 0.094
H -1.8122 0.5418 -2.2745 0.3999 0.1409 0.4236 0.092
H 0.9461 -2.0091 -1.7472 -0.0087 0.0485 0.6156 0.048
H -0.9205 -2.9710 -0.4145 0.5216 0.2055 0.3360 0.048
H -2.9707 -0.9866 1.1598 0.3280 0.0817 -0.1665 -0.179
H 2.0228 -1.9121 -0.2252 -0.6493 0.0614 -0.0977 0.065
H 0.1014 -2.8725 1.1376 -0.0498 0.2300 -0.5234 0.058
C 0.6115 0.2899 2.3362 0.1285 0.0579 0.1561 -0.285
H -0.2234 0.8961 2.7463 0.3263 -0.2407 -0.1305 -0.045
H 1.5447 0.8410 2.4890 0.1329 0.0220 0.1263 -0.068
H 0.6426 -0.6449 2.9207 0.0316 0.1776 0.0428 -0.061
```
Positions in Å, forces in eV/Å.

**Charge**: -1
**LUMO (alpha / beta)**: 3.31 / 3.30 eV
**2S+1**: 1

(2)
The following is a quantum chemistry calculation of a single C8H13OP3 molecule in a non-equilibrium geometry, from OMol25.

```
25
Properties=species:S:1:pos:R:3:forces:R:3:lowdin_charge:R:1
C -1.7042 2.2061 0.1129 0.1745 -2.2354 0.4333 -0.025
C -1.7417 0.6743 0.1951 -0.2074 -0.2207 1.1898 -0.202
C -2.9433 -0.0248 0.3309 -0.4902 3.0744 -1.1000 -0.077
C -3.0807 -1.3822 0.1885 -0.2596 -0.5244 1.4570 -0.099
C -1.8686 -2.0393 0.2981 -0.0188 -0.9401 -1.0601 -0.087
C -0.6153 -1.4000 0.2530 -0.7705 -1.6948 1.2174 -0.124
C -0.5360 -0.0545 0.2719 -1.2150 1.8368 -1.7729 -0.353
O 0.5577 0.7029 0.0517 3.4666 -0.9860 0.2367 -0.215
C 2.0555 -0.0061 -0.0863 -2.9858 1.0180 -1.5442 -1.115
P 1.8429 -1.1630 -1.6812 -0.4840 1.0364 0.8022 0.822
P 3.2209 1.4789 -0.2654 -0.4454 -0.9820 0.4005 0.782
P 2.4083 -1.1762 1.2732 1.2283 0.8622 0.3296 0.811
H -0.9721 2.4757 0.8908 -0.4409 0.7403 -0.5072 0.086
H -1.3481 2.3942 -0.8968 0.1075 0.7150 0.0824 0.082
H -2.7298 2.5449 0.2699 0.3707 0.4639 0.0385 0.072
H -3.7565 0.7183 0.3862 -0.2741 -0.9779 -0.0866 0.108
H -4.0813 -1.9039 0.2355 1.4262 0.6360 -0.1676 0.123
H -1.9480 -3.1118 0.2648 0.5272 -0.3834 0.1511 0.095
H 0.2998 -1.9304 0.3998 -0.1167 -0.7799 -0.2702 -0.008
H 1.9242 -0.1257 -2.5975 -0.4931 0.6154 -0.4779 -0.122
H 3.1669 -1.3743 -1.9919 1.0947 -0.2941 0.3494 -0.137
H 2.3134 2.1821 -1.0381 -0.2759 0.3863 -0.5497 -0.121
H 2.8156 2.1905 0.9061 0.0548 -0.3573 -0.0908 -0.096
H 3.4123 -1.6738 0.3915 0.1426 -0.3033 0.5933 -0.097
H 3.3083 -0.2019 1.8371 -0.1159 -0.7056 0.3461 -0.106
```
Positions in Å, forces in eV/Å.

**Charge**: 0
**LUMO**: 0.73 eV
**Structure (SMILES)**: Cc1ccccc1OC(P)(P)P
**2S+1**: 1

(3)
The following is a quantum chemistry calculation of a single C8H14 molecule in a non-equilibrium geometry, from OMol25.

```
22
Properties=species:S:1:pos:R:3:forces:R:3:lowdin_charge:R:1
C 2.9180 -1.5218 1.4276 0.7650 0.8876 0.3250 0.015
C 1.8762 -0.9725 0.8216 -1.7717 -0.3936 0.3075 -0.134
C 0.6393 -0.4405 1.5012 0.5437 0.9689 -0.0975 -0.318
C 0.6924 0.2143 2.6594 -0.1990 -0.3474 -0.1670 0.051
C -0.6244 -0.4837 0.6636 -0.0781 -0.9298 -0.6654 -0.181
C -0.5045 0.3313 -0.6361 -0.7199 -0.1805 -0.5178 -0.228
C -1.8323 0.4263 -1.4481 1.6593 0.3724 -0.1304 -0.249
C -1.5468 1.2733 -2.7122 -0.6318 0.2522 0.7608 -0.116
H 3.7904 -1.9281 0.9319 -0.2580 -0.1014 -0.3783 0.052
H 3.0827 -1.3674 2.4908 -0.3858 -0.3095 0.0792 0.057
H 1.6582 -1.0576 -0.2290 0.7488 -0.2207 -0.4624 0.082
H -0.2393 0.4815 3.1426 0.1638 0.3769 0.0846 0.061
H 1.6430 0.4511 3.1183 -0.0854 -0.1515 0.2777 0.060
H -0.8486 -1.5420 0.4530 0.1060 0.1562 -0.3518 0.121
H -1.5572 -0.1296 1.1079 0.4199 0.1926 0.7842 0.111
H 0.2157 -0.0268 -1.3644 0.4788 -0.3367 0.2534 0.091
H -0.1967 1.3496 -0.3795 -0.0077 0.0053 0.0205 0.123
H -2.5090 0.9447 -0.7803 -0.7266 -0.0942 -0.2113 0.097
H -2.2027 -0.5492 -1.7572 -0.0860 -0.1489 0.3847 0.104
H -2.3269 1.1532 -3.4619 -0.0004 0.0529 -0.0496 0.064
H -1.5496 2.3094 -2.3752 0.0824 0.2134 -0.3327 0.068
H -0.5779 1.0844 -3.1740 -0.0174 -0.2641 0.0865 0.067
```
Positions in Å, forces in eV/Å.

**Charge**: 0
**LUMO**: 1.08 eV
**Structure (SMILES)**: C=CC(=C)CCCC
**2S+1**: 1

(4)
The following is a quantum chemistry calculation of a molecular structure, C8H14AgClO10S2 in a non-equilibrium geometry, from OMol25.

```
36
Properties=species:S:1:pos:R:3:forces:R:3:mulliken_spin:R:1
Ag 0.8991 1.0082 3.0211 1.9403 4.6733 7.6551 0.057
Cl 0.4222 0.0229 1.4017 0.6752 -4.3195 -1.3172 0.450
O 3.7077 3.5781 0.9955 -1.1715 -2.9920 -1.5105 0.004
C 3.4783 2.4561 0.5542 1.5725 2.8112 2.2769 -0.002
O 2.1969 1.9477 0.4426 -1.2180 2.1650 0.5165 0.017
C 2.1591 0.6026 0.1501 3.3203 0.9059 -3.3948 0.078
C 3.5209 0.3590 -0.4303 1.1062 -2.1954 -0.5284 0.023
C 4.4370 1.3472 0.2617 -0.2437 -0.9634 -0.8089 0.006
H 1.3918 0.3183 -0.5699 0.1713 0.3356 -0.0478 -0.019
H 1.9939 0.0631 1.0827 2.4172 -0.6058 -0.1328 0.042
H 3.4966 0.3672 -1.5200 -0.0472 0.4162 0.0001 0.007
H 3.8394 -0.6482 -0.1614 0.0243 -0.1865 -0.3066 0.003
H 5.3465 1.5942 -0.2859 -0.2896 0.3534 0.0548 0.002
H 4.7407 0.7657 1.1322 0.1733 0.8743 0.6462 0.000
C -2.4379 -1.4928 0.2947 0.1049 0.1367 -1.9186 0.005
C -1.4128 -1.8037 1.2693 -1.7850 -3.5073 1.2125 0.182
O -0.8135 -3.0321 0.8379 1.0261 -0.2703 -0.9202 0.037
S -1.3251 -3.4651 -0.7164 -1.2688 0.2600 -2.3357 -0.001
O -1.6153 -4.8692 -0.9185 0.8132 2.3590 1.4740 0.004
O -0.6079 -2.8026 -1.8352 -0.9728 -0.7020 3.4528 0.000
O -2.7170 -2.6787 -0.4266 0.4661 -1.7660 -0.3938 0.011
H -2.0609 -0.8698 -0.5164 0.6893 -0.3165 0.9866 0.011
H -3.4009 -1.0570 0.5606 0.8082 -0.7395 1.1760 0.001
H -1.9395 -1.9583 2.2110 0.6457 -0.3426 0.5588 0.012
H -0.6457 -1.0440 1.4197 -1.6978 -1.7162 0.3874 0.000
C -1.3483 1.0996 0.0901 0.3006 1.6930 -1.3505 0.071
C -1.1815 1.1315 -1.4333 -0.7277 0.3407 0.2403 0.011
O -2.4660 1.6775 -1.8561 -0.3482 -1.6983 -0.0390 0.004
S -3.5875 0.9001 -0.9286 -0.0529 -0.2684 -0.9813 0.000
O -3.6952 -0.5469 -1.2038 -1.3447 5.1125 -1.9579 0.004
O -4.7299 1.7057 -0.7755 -0.1808 -0.0926 -0.3789 0.001
O -2.6933 1.2076 0.4087 -0.6483 -0.9907 0.0018 0.006
H -0.7938 1.9545 0.4771 -0.3981 0.2340 0.4129 0.003
H -0.7967 0.2335 0.4556 -3.2898 0.8661 -1.7221 -0.024
H -0.9960 0.1212 -1.7981 -0.1798 0.0898 -0.5883 -0.004
H -0.3654 1.8067 -1.6904 -0.3900 0.0466 -0.4193 -0.001
```
Positions in Å, forces in eV/Å.

**Charge**: +1
**LUMO (alpha / beta)**: -5.92 / -7.66 eV
**2S+1**: 2

(5)
The following is a quantum chemistry calculation of a molecular structure, C8H14AsBBe2Br4CaCl5F8NO3 in a non-equilibrium geometry, from OMol25.

```
48
Properties=species:S:1:pos:R:3:forces:R:3:lowdin_charge:R:1
F -2.1662 1.4140 3.0552 0.1677 -1.0363 0.0936 -0.201
C -1.7409 1.0283 1.6975 0.1667 0.9758 -0.8970 -0.152
C -2.5793 1.8699 0.7595 -0.2276 -0.8226 0.7784 -0.130
C -1.8671 2.4807 -0.4069 -0.1477 0.7402 -0.8032 -0.419
C -2.5046 3.8003 -0.8295 0.2455 -1.4684 -0.7308 -0.268
O -1.6725 4.0774 -1.9425 0.6542 1.4615 0.9179 0.021
B -0.3879 3.7377 -1.4132 -4.7862 -5.8114 -2.5567 -0.950
F 0.1713 2.9744 -2.3957 2.4472 1.7076 0.1054 0.196
O -0.5276 2.9262 -0.2326 1.7819 1.3115 0.9972 0.072
H -1.9836 -0.0758 1.5691 1.4062 0.7406 -0.4271 0.054
H -0.6685 1.1677 1.6295 0.2085 -0.1268 0.0917 0.148
H -3.1178 2.5990 1.3682 0.1633 0.2701 0.1840 0.137
H -3.3502 1.2132 0.3264 -0.1294 0.0949 -0.4115 0.108
H -1.8680 1.7358 -1.3397 -0.2339 1.2593 1.7247 -0.145
H -3.5712 3.5809 -1.0546 0.9015 0.4470 -0.4208 -0.071
H -2.3094 4.6415 -0.1583 -0.8810 -0.2472 0.7968 0.114
H 0.4873 4.9521 -1.1800 0.8453 2.7711 0.2724 -0.142
O 2.0245 -0.1218 0.5856 -0.0679 0.1242 0.3083 0.011
C 2.8156 0.6950 0.1490 -0.2755 -0.0526 -0.0451 -0.603
N 3.9542 1.0186 0.8236 0.1193 -0.2298 0.0038 0.156
C 2.5740 1.3994 -1.1549 0.5541 0.1513 0.0154 0.012
H 4.6165 1.6924 0.4885 -0.0730 0.0865 -0.0267 0.094
H 4.1274 0.5585 1.7011 -0.0185 0.0518 0.0467 0.105
H 1.6313 1.9249 -1.0946 -0.1947 -0.0806 -0.0610 0.056
H 2.5100 0.6684 -1.9588 -0.1582 -0.0309 0.0149 0.096
H 3.3624 2.1146 -1.3933 -0.0136 0.0146 -0.0368 0.082
Ca -3.4102 -0.3685 2.8322 -1.8040 -0.2770 0.8321 1.702
Br -2.5532 0.7967 -2.7955 -0.6536 -1.1547 -0.7486 -0.119
F 1.8048 -5.5741 0.2656 0.2761 -0.2961 -0.1254 -0.206
As 2.3640 -4.0118 -0.1260 -1.7357 0.2419 1.0081 0.690
F 2.4910 -4.4886 -1.8307 0.3950 0.0047 -0.2191 -0.387
F 4.0298 -4.5361 0.1327 0.4895 0.2866 -0.1194 -0.357
F 3.0134 -2.4550 -0.6145 1.1389 -0.0766 -0.6353 -0.263
F 2.2700 -3.5038 1.5012 0.3070 0.0996 0.1119 -0.212
F 0.7718 -3.4690 -0.4126 0.0224 0.1379 -0.2455 -0.207
C 6.6419 -5.7308 -2.2172 0.2436 -0.9555 -0.0543 -1.400
Br 7.5930 -4.0106 -2.0094 -0.5888 0.8663 0.0935 0.915
Br 6.9883 -6.9342 -0.8105 -0.0829 0.1946 0.0423 0.815
Br 4.7665 -5.2561 -2.3781 -0.0699 0.5326 -0.3339 1.064
H 6.9699 -6.1945 -3.1403 0.1434 0.3515 -0.1812 0.016
Be -4.9836 4.8590 -1.0024 -1.0006 0.6067 0.0071 0.346
Cl 0.2154 6.2905 -1.1840 0.5276 -1.4718 0.1046 0.564
Be 5.4848 -3.2520 -1.9167 -0.5322 -1.4775 0.6151 0.531
C -8.5250 -1.2556 3.6354 -0.5507 -0.1353 0.2878 -2.038
Cl -9.3186 0.2595 3.9709 0.1073 0.0715 -0.0247 0.596
Cl -9.3402 -2.1170 2.3617 0.1143 -0.0015 -0.0836 0.605
Cl -6.8168 -0.8866 3.0595 0.6788 0.1556 -0.2772 0.383
Cl -8.4167 -2.2342 5.0801 0.1201 -0.0051 0.0110 0.578
```
Positions in Å, forces in eV/Å.

**Charge**: +2
**LUMO**: -9.08 eV
**2S+1**: 1

(6)
The following is a quantum chemistry calculation of 2 unconnected molecules or ions with the total composition C8H14B2Br2F3O6S in a non-equilibrium geometry, from OMol25.

```
36
Properties=species:S:1:pos:R:3:forces:R:3:lowdin_charge:R:1
C 1.2004 -2.1791 0.5926 -0.3571 -0.2681 1.1521 -0.090
B 0.6125 -2.2156 -0.9593 1.6826 -1.1036 -0.1305 -0.472
O 1.4676 -2.8163 -2.0202 0.8193 2.5886 0.9368 -0.046
B -0.8665 -1.5806 -1.4172 -0.5849 -0.2848 1.2391 -0.564
C -0.9986 -0.1135 -0.6388 1.6562 -0.7931 1.0376 -0.154
O -1.4812 0.8471 -1.6443 -0.9424 4.9945 2.8736 -0.071
C -1.6519 2.1979 -1.1017 0.2163 -0.8990 -1.1670 -0.250
F -0.9557 2.4488 0.1806 -2.1823 -0.3301 -4.0534 0.010
F -1.0926 3.1216 -2.1591 -2.0328 -2.3543 3.7510 -0.006
F -3.0993 2.5559 -0.8597 4.7234 -0.8437 -0.8081 -0.002
C -2.0184 -2.6724 -0.9888 -5.7730 0.0158 -0.4873 -0.476
Br -1.4347 -4.4384 -0.1500 -0.3181 1.3794 -0.6685 0.571
C -3.4940 -2.5226 -1.1814 4.7567 0.2690 0.1562 -0.642
C -4.1055 -1.1696 -1.8766 -1.5290 -0.8879 0.4955 -0.138
Br -4.7184 -4.0435 -0.6090 0.7380 1.7347 -0.7134 0.450
H 1.9200 -1.2619 0.7804 -1.1823 -1.9082 -0.3223 0.055
H 1.7085 -3.2091 0.9152 -0.8143 2.3353 -0.7307 0.079
H 0.2715 -2.0340 1.3282 1.9902 -0.2197 -1.4365 0.078
H 2.0963 -2.0603 -2.2969 -1.3571 -1.9174 0.5717 0.111
H -0.8670 -1.4723 -2.5973 -0.2040 0.2882 -0.6606 0.091
H 0.1261 0.2009 -0.3907 -2.4618 -0.2714 -0.1599 0.114
H -1.6284 -0.1571 0.3463 0.9979 0.4685 -1.8641 0.144
H -5.2913 -1.2463 -1.7627 2.5310 0.1048 -0.3404 0.069
H -3.8765 -1.0916 -3.0410 -0.1678 -0.1637 2.6836 0.102
H -3.8182 -0.2085 -1.2774 -0.1754 -1.9174 -1.3456 0.070
C 2.0441 2.2042 1.3331 -0.6106 0.5166 0.0830 -0.181
C 2.8752 3.3886 1.8189 0.0603 0.0055 -0.7557 -0.176
O 3.4478 2.9616 3.0529 -0.1521 -0.9811 0.2531 -0.201
S 3.7157 1.3541 2.9844 0.0261 -0.4152 0.0151 0.676
O 5.1014 1.1423 2.6293 -1.7139 0.0449 0.6443 -0.244
O 3.0947 0.7381 4.1339 1.1239 0.8273 -1.3211 -0.235
O 2.8009 1.0432 1.6712 1.0304 0.3600 0.7725 -0.205
H 1.0863 2.1520 1.8608 0.0739 0.0421 -0.1316 0.131
H 1.8633 2.2411 0.2555 0.1277 -0.2103 0.2106 0.135
H 2.2728 4.2885 1.9644 0.1201 -0.2174 0.2274 0.136
H 3.6935 3.6071 1.1246 -0.1153 0.0111 -0.0065 0.131
```
Positions in Å, forces in eV/Å.

**Charge**: -1
**LUMO**: 2.36 eV
**2S+1**: 1

How do the records compare in total energy? In the order shown, they have -1128.0554, -1411.7975, -313.1597, -2468.4057, -16956.6126, -6660.1039 hartree.